# 1
Molecular formula: C2H6N4S
Method: DFT, the ωB97M-V functional and the def2-TZVPD basis

Each line ends with the Löwdin charge.
CARTESIAN COORDINATES (ANGSTROEM)
C: -0.560 0.149 -0.003  -0.226
C: 1.544 0.958 0.069  -0.400
H: -2.869 -1.339 -0.699  0.088
H: -2.780 -0.970 1.007  0.096
H: -2.126 1.285 -0.489  0.133
H: -0.212 -0.826 0.394  0.137
H: 2.069 1.915 0.414  0.114
H: 3.640 -1.794 -0.185  -0.001
N: -2.930 -0.605 0.033  0.006
N: -1.888 0.329 -0.250  -0.098
N: 0.149 1.233 -0.065  0.030
N: 2.121 -0.159 -0.169  -0.454
S: 3.842 -0.178 -0.057  0.575

Output
- SMILES = NN/C=N/C=N/S
- relative energy (zero: lowest compared OMol25 entry of this formula, charge and spin) (kJ/mol) = 301.9
- maximum force (eV Å⁻¹) = 4.67
- lowest unoccupied orbital energy (eV) = 0.52
- calculated total energy (eV) = -18963.9162
- HOMO level (eV) = -8.14

=====

# 2
Molecular formula: C31H32BF3O3
Method: DFT, the ωB97M-V functional and the def2-TZVPD basis

Each line ends with the Löwdin charge.
CARTESIAN COORDINATES (ANGSTROEM)
C: -1.469 5.433 -1.007  -0.024
C: -0.950 4.499 -0.029  -0.323
C: -0.986 4.371 1.336  -0.011
C: -0.380 3.118 1.660  0.004
C: -0.034 2.541 0.453  -0.250
B: -0.382 -0.132 -0.041  -0.666
C: 0.741 1.369 0.154  -0.188
C: 1.596 1.168 1.326  0.046
C: 2.920 1.429 1.291  0.007
C: 3.530 1.815 0.101  -0.064
C: 5.020 2.031 0.117  -0.508
F: 5.594 1.452 -0.989  0.118
F: 5.414 3.339 0.106  0.133
F: 5.624 1.469 1.207  0.117
C: 2.784 2.010 -1.067  0.023
C: 1.463 1.714 -1.110  0.057
O: -1.105 -0.184 1.193  0.079
C: -2.479 -0.466 0.897  -0.416
C: -2.627 -1.987 1.072  -0.013
C: -3.369 0.269 1.910  -0.015
C: -2.661 0.011 -0.663  -0.428
C: -3.204 -1.037 -1.628  -0.013
C: -3.510 1.262 -0.819  -0.020
O: -1.307 0.240 -1.094  0.074
O: -0.316 3.396 -0.554  0.074
H: -2.027 6.223 -0.500  0.090
H: -0.629 5.911 -1.529  0.091
H: -2.121 4.919 -1.730  0.094
H: -1.441 5.034 2.058  0.109
H: -0.240 2.688 2.651  0.120
H: 1.099 0.995 2.278  0.150
H: 3.508 1.373 2.200  0.138
H: 3.285 2.427 -1.940  0.139
H: 0.907 1.833 -2.038  0.147
H: -3.654 -2.328 0.916  0.095
H: -1.999 -2.545 0.378  0.068
H: -2.285 -2.224 2.083  0.093
H: -4.436 0.034 1.786  0.090
H: -3.092 -0.062 2.923  0.092
H: -3.299 1.367 1.846  0.079
H: -4.271 -1.222 -1.482  0.090
H: -3.042 -0.695 -2.662  0.101
H: -2.687 -1.988 -1.480  0.073
H: -4.582 1.041 -0.621  0.101
H: -3.182 2.066 -0.148  0.077
H: -3.420 1.649 -1.844  0.094
C: 0.901 -1.184 -0.241  -0.063
C: 1.637 -1.961 0.898  -0.156
C: 2.996 -1.787 1.194  -0.034
C: 3.618 -2.538 2.216  -0.071
C: 2.877 -3.471 2.965  -0.095
C: 1.537 -3.662 2.654  -0.078
C: 0.933 -2.919 1.638  -0.051
C: 0.507 -2.128 -1.386  -0.164
C: 0.374 -1.543 -2.653  -0.044
C: -0.191 -2.218 -3.725  -0.077
C: -0.661 -3.524 -3.523  -0.105
C: -0.403 -4.186 -2.324  -0.083
C: 0.280 -3.518 -1.287  -0.028
H: 1.689 -0.520 -0.652  0.113
H: 3.591 -1.066 0.636  0.102
H: 4.664 -2.356 2.485  0.102
H: 3.335 -4.013 3.800  0.102
H: 0.938 -4.328 3.267  0.103
H: -0.095 -3.114 1.387  0.092
H: 0.722 -0.526 -2.782  0.109
H: -0.326 -1.731 -4.685  0.102
H: -1.167 -4.071 -4.322  0.099
H: -0.707 -5.216 -2.114  0.103
H: 0.653 -4.046 -0.410  0.100

Output
- relative energy (zero: lowest compared OMol25 entry of this formula, charge and spin) (kJ/mol) = 330.2
- maximum force (eV Å⁻¹) = 3.50
- lowest unoccupied orbital energy (eV) = -1.91
- calculated total energy (eV) = -47637.3388
- HOMO level (eV) = -7.61